A structure of composition C43H63BClKN4OP2Sb in a non-equilibrium geometry. Source: the OMol25 dataset; level of theory: the ωB97M-V functional and the def2-TZVPD basis.

Calculated values
Total charge: -1
Relative energy (zero: lowest compared OMol25 entry of this formula, charge and spin) (kcal/mol): 0.0
LUMO energy (eV): 2.09
HOMO-LUMO gap (eV): 4.7833
Molar mass (g mol⁻¹): 921.1
HOMO energy (eV): -2.69

Geometry (Å):
Sb (2.87493, 1.70361, 2.83043)
K (0.75327, 0.33598, 0.17681)
Cl (5.01388, 5.26791, -3.98616)
P (-1.33532, -0.34420, 2.88493)
P (-1.07893, -0.30877, -3.02865)
O (1.73362, 2.46432, -0.01544)
N (3.32370, 0.13861, -0.63694)
N (-3.11499, 0.32215, -1.26847)
N (-3.28529, 0.12760, 0.98025)
N (1.70759, -2.06399, -0.71724)
C (-3.08904, 0.03562, 2.40254)
C (-0.32059, 0.95681, -4.19381)
C (-1.19317, 1.93487, 4.33058)
C (-1.73403, -1.79637, -3.98931)
C (0.05895, 2.13874, -3.28236)
C (2.28313, 4.43697, -1.17870)
C (-4.42491, 0.55936, -0.92062)
C (4.06278, 4.41172, -2.79273)
C (-2.15292, -2.76600, 4.29572)
C (3.03675, -2.27184, -0.55339)
C (-2.49269, -1.54075, -5.29049)
C (5.24639, -1.32382, -0.30974)
C (4.97388, -3.72374, -0.21062)
C (-6.76414, 1.06073, -1.02867)
C (-5.75165, 0.59638, 1.12007)
C (-2.67941, 0.54803, -2.62555)
C (-2.67189, -2.50464, -2.99855)
C (0.97340, 0.36824, -4.76212)
C (-1.34580, 0.43029, 4.61409)
C (3.57931, -3.56332, -0.40841)
C (-1.39288, -2.22387, 3.08435)
C (0.90326, -3.09170, -0.75784)
C (1.34758, -4.42894, -0.64117)
C (2.47587, 3.05099, -0.85033)
C (3.03945, 5.08596, -2.11404)
C (5.77845, -2.62384, -0.15739)
C (-6.87131, 0.91488, 0.34373)
C (2.68038, -4.65562, -0.46281)
C (-0.56529, -2.74343, -4.28214)
C (4.80257, 2.05873, 1.95049)
C (3.54748, 2.39289, -1.56203)
C (-4.53390, 0.42284, 0.48615)
C (-0.09422, -0.01524, 5.37508)
C (-2.05332, -2.80326, 1.82591)
C (3.60954, 1.60779, 4.85994)
C (3.90211, -1.12559, -0.52722)
C (0.05379, -2.72742, 3.12237)
C (3.90728, 1.00611, -1.38172)
C (2.36418, 3.78109, 2.95247)
C (-5.53632, 0.89049, -1.67743)
C (4.30877, 3.09457, -2.51517)
C (-2.57281, 0.23706, 5.51021)
C (-1.17178, 1.50726, -5.34041)
B (-2.25259, 0.04731, -0.08656)
H (-2.48975, 0.89978, 6.37877)
H (-0.80556, 2.76569, -3.05686)
H (0.79635, 2.76657, -3.79172)
H (2.78783, 1.79639, 5.55219)
H (-1.66150, -2.53152, 5.23983)
H (0.61367, -2.34348, 3.97546)
H (1.60960, -0.03126, -3.96831)
H (-5.45766, 1.02569, -2.74922)
H (0.80598, 0.10137, 4.76482)
H (-2.21301, -2.62018, -2.01358)
H (5.34173, 1.11823, 1.83830)
H (-5.83293, 0.49690, 2.19600)
H (3.07140, -5.66124, -0.35606)
H (0.77937, -0.42909, -5.48159)
H (-2.07049, 2.34963, 3.82978)
H (1.53440, 1.15189, -5.28129)
H (-3.12270, -2.58466, 1.79278)
H (-0.15014, -1.05480, 5.69809)
H (0.02576, 0.60244, 6.27162)
H (-3.26842, -0.78047, -5.18273)
H (5.37376, 2.73128, 2.59231)
H (-2.16024, 1.82376, -5.00156)
H (-1.30611, 0.78414, -6.14296)
H (5.90497, -0.46796, -0.23276)
H (0.01840, -2.94446, -3.38235)
H (-0.15162, -2.86233, -0.88056)
H (4.38192, 2.36316, 5.01212)
H (6.84289, -2.73282, 0.01011)
H (-2.21502, -3.85733, 4.22205)
H (-2.55782, 1.62018, -2.81943)
H (3.13163, 4.30726, 3.52204)
H (-3.17477, -2.38429, 4.33734)
H (0.05763, -3.82145, 3.18338)
H (5.37561, -4.72320, -0.09362)
H (1.39958, 3.90278, 3.44419)
H (-1.05792, 2.47329, 5.27420)
H (2.29542, 4.18708, 1.94616)
H (4.02117, 0.62228, 5.07650)
H (0.11473, -2.34145, -5.03331)
H (4.77640, 0.69488, -1.98037)
H (-0.95074, -3.69692, -4.65907)
H (-0.32920, 2.12870, 3.69198)
H (-2.98255, -2.46354, -5.62159)
H (4.67332, 2.51280, 0.96916)
H (2.85248, 6.12785, -2.34525)
H (-0.67811, 2.38551, -5.77016)
H (-1.82043, -1.22710, -6.08970)
H (-1.62410, -2.38481, 0.91474)
H (-2.92300, -3.49576, -3.38992)
H (0.48385, 1.84338, -2.32086)
H (-3.50521, 0.48600, 5.00248)
H (-2.65658, -0.78120, 5.88562)
H (-3.60175, -1.95441, -2.84607)
H (5.10148, 2.57219, -3.03931)
H (-1.92973, -3.89203, 1.83427)
H (0.62749, -5.23482, -0.68562)
H (-3.76190, -0.71105, 2.85203)
H (1.48003, 4.95037, -0.66406)
H (0.59339, -2.44030, 2.21688)
H (-3.44945, 0.21112, -3.33073)
H (-7.64051, 1.31767, -1.61203)
H (-3.35553, 0.98927, 2.87830)
H (-7.83086, 1.05491, 0.82730)

Here are the Mulliken charges for atoms 1 to 99, given in e: Sb 0.55; K 0.93; Cl -0.28; P 0.98; P 1.24; O -0.43; N 1.47; N 0.33; N 0.32; N 0.81; C -2.41; C 2.03; C -2.03; C 1.90; C -2.36; C -0.59; C 0.37; C -0.01; C -2.09; C 0.20; C -1.96; C -0.47; C -0.92; C -0.87; C -0.57; C -1.62; C -1.75; C -2.10; C 1.98; C 0.87; C 2.13; C -0.51; C -1.53; C 0.03; C -0.57; C -0.90; C -0.78; C -0.91; C -1.57; C -1.19; C 1.29; C 0.06; C -1.93; C -1.80; C -1.49; C -0.87; C -1.61; C -1.58; C -1.28; C -0.54; C -1.07; C -1.81; C -1.84; B 0.83; H 0.54; H 0.37; H 0.67; H 0.37; H 0.36; H 0.31; H 0.29; H 0.43; H 0.15; H 0.11; H 0.30; H 0.45; H 0.40; H 0.36; H 0.34; H 0.53; H 0.25; H 0.24; H 0.57; H 0.26; H 0.57; H 0.20; H 0.33; H 0.54; H 0.09; H 0.86; H 0.47; H 0.40; H 0.51; H 0.63; H 0.46; H 0.30; H 0.49; H 0.39; H 0.38; H 0.59; H 0.24; H 0.41; H 0.30; H 0.41; H 0.52; H 0.23; H 0.50; H 0.21; H 0.40

A cluster of 2 separate species, C5H7NO2S in total in a non-equilibrium geometry. Source: the OMol25 dataset; level of theory: the ωB97M-V functional and the def2-TZVPD basis.

Calculated values
Relative energy (zero: lowest compared OMol25 entry of this formula, charge and spin) (kcal/mol): 40.8
LUMO energy (eV): -0.92
HOMO-LUMO gap (eV): 8.0165
Molar mass (g mol⁻¹): 145.2
HOMO energy (eV): -8.94

Geometry (Å):
S (2.17204, -1.48467, 0.59304)
O (-2.46727, -2.11005, -0.77199)
O (-0.19498, 1.84597, -0.74884)
N (-1.23141, -0.19894, -1.10130)
C (-0.98535, 0.84769, -0.39870)
C (-1.79809, 0.84865, 0.86252)
C (2.62740, -0.17333, -0.53539)
C (-2.43581, -0.30585, 0.85945)
C (-2.11226, -1.03284, -0.38993)
H (-0.03451, 2.45998, -0.11686)
H (-3.09596, -0.56139, 1.69559)
H (-1.90862, 1.58495, 1.79753)
H (3.33836, -0.65185, -1.20077)
H (3.45633, -1.84700, 0.50021)
H (3.02141, 0.71781, -0.06652)
H (1.64871, 0.06087, -0.97804)

Mulliken charges in e: S -0.18; O -0.47; O -0.42; N -0.49; C 0.76; C -0.23; C -0.62; C -0.21; C 0.14; H 0.31; H 0.39; H 0.23; H 0.32; H 0.10; H 0.27; H 0.11

A structure of composition C15H22N9O3S2V. Source: the OMol25 dataset; level of theory: the ωB97M-V functional and the def2-TZVPD basis.

Calculated values
Total charge: +3
Spin multiplicity: 2
Relative energy (zero: lowest compared OMol25 entry of this formula, charge and spin) (kcal/mol): 17.9
LUMO energy (alpha / beta) (eV): -11.40 / -10.55
HOMO-LUMO gap (alpha / beta) (eV): 5.9708 / 6.8907
Molar mass (g mol⁻¹): 491.5
HOMO energy (alpha / beta) (eV): -17.37 / -17.44

Geometry (Å):
V (-0.16192, 0.02905, -0.19229)
S (2.18429, 0.24297, -1.62412)
S (2.07095, -2.63238, 1.36931)
O (2.64753, 1.54889, -1.24827)
O (-2.85013, 0.85475, 0.38067)
O (0.95920, 0.22557, -2.42964)
N (-1.49714, -0.95689, 3.57083)
N (-2.94892, -2.99550, -0.25292)
N (-0.99915, 1.71809, -0.69155)
N (-0.43417, -0.21530, 1.63533)
N (-1.91226, 3.57935, -1.56765)
N (-2.15161, -1.81725, 1.53667)
N (-1.26068, -1.44918, -0.60685)
N (1.56426, -0.61748, -0.29680)
N (0.37562, 3.28832, -1.85510)
C (-2.11057, -2.08096, 0.19655)
C (-0.79403, 2.89369, -1.41354)
C (-2.35857, 1.72094, -0.29570)
C (4.54997, -2.70876, -0.81905)
C (5.45975, -1.73079, -2.84685)
C (3.48435, -0.85717, -1.90278)
C (2.39902, -1.68472, 0.10995)
C (-0.62824, -0.09807, 4.39905)
C (-2.51740, -1.78614, 4.24189)
C (4.43681, -0.78894, -2.90058)
C (-1.34572, -0.97158, 2.26960)
C (-1.99911, 4.88177, -2.23252)
C (-3.02259, 2.93458, -0.88956)
C (3.51462, -1.78966, -0.85853)
C (5.51328, -2.67075, -1.82122)
H (-2.85547, -2.31307, 2.06437)
H (4.40040, -0.04661, -3.68605)
H (-3.51273, -1.55966, 3.85561)
H (-2.27924, -2.84627, 4.14114)
H (6.22539, -1.72381, -3.61051)
H (-3.81730, 2.64241, -1.57921)
H (0.42060, -0.35385, 4.24137)
H (-3.44807, 3.56512, -0.10561)
H (-0.86008, -0.28191, 5.44161)
H (-1.63056, 4.80653, -3.25525)
H (-1.43834, 5.63297, -1.67534)
H (-3.57671, -3.50742, 0.34992)
H (6.32497, -3.38534, -1.80080)
H (-3.04312, 5.17846, -2.26756)
H (-1.24564, -1.81069, -1.55746)
H (0.46137, 4.16404, -2.34944)
H (-2.51809, -1.53972, 5.29729)
H (0.20565, 0.25002, 2.27278)
H (4.59960, -3.43645, -0.02000)
H (-2.99317, -3.22378, -1.23558)
H (-0.81378, 0.95426, 4.18260)
H (1.22692, 2.76830, -1.66827)

Mulliken charges in e: V 0.37; S 1.04; S -0.26; O -0.74; O -0.49; O -0.62; N 0.12; N -0.31; N 0.30; N 0.06; N 0.05; N 0.02; N 0.07; N 0.06; N -0.13; C 0.54; C 0.11; C -0.07; C -0.74; C -0.68; C 0.72; C 0.41; C -0.99; C -1.03; C -0.67; C 0.42; C -1.09; C -0.40; C 0.21; C -0.62; H 0.20; H 0.49; H 0.44; H 0.39; H 0.45; H 0.37; H 0.42; H 0.38; H 0.29; H 0.40; H 0.40; H 0.21; H 0.44; H 0.40; H 0.17; H 0.27; H 0.30; H 0.07; H 0.46; H 0.23; H 0.40; H 0.15

Among the records above, which one has the lowest molar mass? C5H7NO2S

What is the relative energy (zero: lowest compared OMol25 entry of this formula, charge and spin) in the first record? 0.0 kcal/mol